No. 1
The molecule C3H4N4 at a distorted geometry, computed with the ωB97M-V functional and the def2-TZVPD basis.

- 2S+1: 1
- Energy relative to the best compared isomer or geometry (same formula, charge and spin): 276.72 kJ/mol
- Net charge: 0
- Structure (SMILES): Nc1cncnn1

Structure (XYZ):
```
11
C3H4N4, DFT the ωB97M-V functional and the def2-TZVPD basis
N 1.85553 -0.03902 -0.70445
C 0.70317 -0.25376 -0.00462
C 0.16727 0.48723 1.08881
N -1.10566 0.80420 0.98281
C -1.79676 0.14036 0.05191
N -1.38844 -1.04257 -0.39191
N -0.07928 -1.24146 -0.39733
H 2.08110 0.92857 -0.90176
H 1.88540 -0.63710 -1.52509
H 0.61129 0.44047 2.07392
H -2.76713 0.49304 -0.26670
```



No. 2
A cluster of 12 separate species, C40H72O23S3 in total at a distorted geometry, computed with the ωB97M-V functional and the def2-TZVPD basis.

- 2S+1: 1
- Net charge: 0
- DFT total energy: -4492.35372 hartree

Structure (XYZ):
```
138
C40H72O23S3, DFT the ωB97M-V functional and the def2-TZVPD basis
C -6.35093 -1.66346 0.44396
S -4.93132 -1.85129 -0.68472
O -4.28778 -3.19550 -0.34899
C -5.89914 -2.15605 -2.13512
H -6.76974 -2.64880 0.58211
H -7.10619 -1.01771 -0.03130
H -6.00367 -1.29484 1.37936
H -6.35766 -3.14246 -2.05325
H -5.19724 -1.99956 -2.98797
H -6.55168 -1.36020 -2.36499
C -2.48683 -3.01047 -3.53810
S -1.33342 -4.37490 -3.39997
O 0.04575 -3.90711 -3.02412
C -2.15469 -5.04908 -1.90648
H -3.44636 -3.48713 -3.65849
H -2.14497 -2.40226 -4.37880
H -2.47751 -2.37165 -2.64643
H -3.19192 -5.33223 -2.06564
H -2.17737 -4.28214 -1.07365
H -1.55277 -5.89204 -1.62468
C -2.71421 -6.25481 2.77808
S -3.64569 -4.84393 3.35606
O -4.15478 -5.24739 4.67490
C -5.00721 -4.97496 2.25023
H -3.27245 -7.16536 2.93255
H -1.78729 -6.30691 3.33684
H -2.42243 -6.19495 1.72798
H -4.59077 -4.73769 1.28234
H -5.93080 -4.44770 2.43731
H -5.44682 -5.95679 2.28919
C -2.35339 -4.40605 7.41794
O -1.66366 -3.48947 6.48024
C -0.96428 -4.11583 5.61589
O -0.51713 -5.23251 5.66207
O -0.58337 -3.31818 4.57443
C -1.36233 -2.01406 4.31803
H -3.06813 -5.13682 6.97536
H -2.86573 -3.69114 8.11006
H -1.61924 -4.94035 8.07795
H -1.12609 -1.88207 3.28281
H -1.05546 -1.14861 4.92600
H -2.40848 -2.16718 4.44785
C -0.82896 -3.22996 0.86841
O 0.07734 -2.09837 0.85027
C -0.19498 -1.28560 -0.18764
O -1.04679 -1.39494 -1.04415
O 0.71062 -0.24697 -0.06776
C 0.37693 0.85343 -0.92986
H -1.83164 -2.87440 0.93314
H -0.60487 -3.86031 1.75025
H -0.71979 -3.75542 -0.02905
H -0.65979 1.14892 -0.66164
H 0.64819 0.71417 -1.96481
H 1.02692 1.70396 -0.66674
O 7.52011 2.11659 -0.37272
C 6.44591 1.63613 -0.60045
O 6.30758 0.27152 -0.84560
C 5.07837 -0.01574 -1.41965
C 4.17065 1.03486 -0.90294
C 5.10606 2.26506 -0.67008
H 4.86621 -1.08514 -1.19020
H 5.22540 0.02737 -2.54087
H 3.78972 0.74371 0.07482
H 3.26345 1.17067 -1.46084
H 4.94948 2.74267 0.31757
H 5.19704 2.99231 -1.48510
O -2.08498 0.12241 1.88193
C -1.95225 1.27649 1.59404
O -1.09445 2.13586 2.21986
C -1.18250 3.46923 1.62742
C -1.78313 3.25422 0.32431
C -2.69482 2.01659 0.55719
H -0.12897 3.80139 1.56019
H -1.89033 4.07972 2.19114
H -1.18635 2.97105 -0.53486
H -2.36310 4.12215 0.04634
H -2.95657 1.39759 -0.29523
H -3.61093 2.37192 1.03472
O 2.25095 3.25669 1.09636
C 3.17322 4.09166 1.19495
O 3.17624 5.25721 0.40284
C 4.18254 6.16961 0.99535
C 5.13145 5.31346 1.90827
C 4.19555 4.14936 2.30456
H 3.61905 6.89482 1.57115
H 4.67726 6.65994 0.14292
H 5.59606 5.83011 2.77712
H 5.99508 5.01305 1.37637
H 3.52925 4.44615 3.09662
H 4.55061 3.17582 2.71189
O 2.32441 0.42075 -3.83374
C 2.56289 -0.77031 -3.73699
O 3.07884 -1.47786 -4.72171
C 3.26309 -2.82046 -4.26285
C 3.03688 -2.89197 -2.77597
C 2.24084 -1.69717 -2.50832
H 4.24471 -3.11021 -4.62572
H 2.60144 -3.51330 -4.77502
H 4.03612 -2.82806 -2.30255
H 2.54835 -3.76711 -2.44229
H 2.41278 -1.14735 -1.60485
H 1.16643 -1.82935 -2.61212
O -4.70103 -0.08841 -3.75570
C -3.88084 0.78122 -4.01413
O -4.25352 2.10921 -4.26889
C -3.12609 2.95390 -4.58026
C -1.89868 2.16233 -4.19438
C -2.40030 0.71159 -3.92642
H -3.23717 3.86984 -3.97637
H -3.18603 3.34479 -5.61376
H -1.40227 2.53858 -3.28607
H -1.10236 2.16871 -4.95082
H -2.18077 0.32808 -2.91642
H -1.99109 0.01505 -4.65032
O -0.15630 5.53632 -3.39645
C 0.79490 4.83692 -3.58591
O 1.07574 3.78080 -2.75514
C 2.46908 3.42788 -2.89223
C 2.89566 3.78224 -4.31461
C 1.91106 4.85412 -4.67317
H 2.52386 2.39824 -2.56796
H 3.00402 4.02984 -2.19516
H 2.73593 2.92382 -4.91754
H 3.99412 3.87906 -4.40681
H 1.50791 4.80008 -5.71289
H 2.33887 5.88048 -4.55892
O 4.60147 2.65353 5.61628
C 3.63690 2.18735 5.03863
O 3.62302 1.13352 4.20292
C 2.27490 0.80251 3.73969
C 1.28785 1.65848 4.59563
C 2.22755 2.72836 5.19166
H 2.23705 -0.24022 3.99946
H 2.22741 1.03831 2.68855
H 0.86045 1.01578 5.34742
H 0.46151 2.03176 4.04283
H 2.10175 2.97241 6.22388
H 2.12178 3.68655 4.64884
```



No. 3
A structure of composition C29H44As3F2N4O7P2S2Y, computed with the ωB97M-V functional and the def2-TZVPD basis.

- 2S+1: 1
- Energy relative to the best compared isomer or geometry (same formula, charge and spin): 0.00 kJ/mol
- Net charge: -2

Structure (XYZ):
```
94
C29H44As3F2N4O7P2S2Y, DFT the ωB97M-V functional and the def2-TZVPD basis
Y -0.33932 0.12189 1.71857
C -0.73820 -2.61844 -1.65784
As -0.13945 -0.76670 -1.32981
C -1.43874 0.03958 -2.56748
C 1.43063 -0.77624 -2.52414
C 2.78837 -1.19476 -1.95465
C 2.68175 -2.56129 -1.26754
C 3.37560 -0.16786 -0.97610
As 2.67514 -0.01067 0.86782
C 3.63193 -1.48463 1.74036
C 3.91807 1.40671 1.38530
C 3.77961 -1.36883 -3.12689
As 4.19569 -0.00072 -4.50230
C 3.82334 1.75549 -3.70236
C 2.58569 -0.09088 -5.63434
H -0.78831 -2.82389 -2.73103
H -1.73174 -2.72928 -1.21829
H -0.08858 -3.33867 -1.16844
H -1.01908 0.09946 -3.57382
H -1.68841 1.04101 -2.22375
H -2.33360 -0.58495 -2.58869
H 1.47653 0.25227 -2.87983
H 1.18240 -1.43115 -3.36923
H 2.00378 -2.52916 -0.41101
H 3.66163 -2.88827 -0.90794
H 2.30117 -3.31470 -1.96243
H 3.27544 0.84316 -1.36990
H 4.44761 -0.37315 -0.85897
H 4.61776 -1.63485 1.29347
H 3.04495 -2.39835 1.68155
H 3.74363 -1.22353 2.79383
H 4.92923 1.16503 1.04531
H 3.90071 1.50784 2.46970
H 3.57682 2.34446 0.95315
H 3.46072 -2.22127 -3.74014
H 4.75524 -1.64706 -2.71481
H 4.55991 1.98341 -2.93343
H 2.82493 1.83563 -3.27499
H 3.92819 2.48812 -4.50485
H 2.40789 -1.12617 -5.92719
H 2.76913 0.49410 -6.53665
H 1.70121 0.29110 -5.12968
O -2.33010 -3.14511 4.48100
P -2.53268 -2.26959 3.15523
O -3.96679 -2.15697 2.84566
O -1.60708 -1.08169 3.22339
O -1.81937 -3.24449 2.00784
P -0.21893 -3.37526 2.06766
O 0.05997 -4.51965 0.95562
O 0.18698 -3.88125 3.41070
O 0.40454 -2.12303 1.51893
H -1.39613 -3.43877 4.49694
H -0.12878 -5.37822 1.34967
S 0.96759 2.42708 2.89193
C 1.43429 1.24527 4.02405
C 2.11830 1.51392 5.23492
C 2.44202 0.48086 6.07527
C 2.08731 -0.83263 5.74012
C 1.41417 -1.03233 4.55153
N 1.11820 -0.03317 3.71514
H 2.36220 2.54110 5.46965
H 2.96601 0.68450 7.00390
H 2.31360 -1.66939 6.38639
H 1.09814 -2.02084 4.23757
N -2.53022 -0.22022 0.61368
C -3.54493 -0.40195 0.11783
C -4.83718 -0.66143 -0.41525
C -5.70285 -1.49531 0.29319
C -6.96321 -1.73158 -0.23120
C -7.35114 -1.14858 -1.42985
C -6.48173 -0.31491 -2.12252
C -5.21836 -0.06413 -1.61750
H -5.36297 -1.91988 1.23290
H -7.65011 -2.37214 0.30749
H -8.34159 -1.33905 -1.82598
H -6.79094 0.14676 -3.05176
H -4.53007 0.59398 -2.13015
F -0.42692 1.81319 0.10105
C 0.47104 2.12627 -1.13564
F 1.62864 2.63154 -0.50006
H -0.05831 3.05221 -1.41953
C -0.54916 5.68738 0.12910
C -1.68226 4.70457 0.19639
C -2.53105 4.47735 -0.88878
C -3.50320 3.51165 -0.68893
N -3.60576 2.78175 0.40878
C -2.69564 3.01979 1.38847
S -2.63365 1.96446 2.75342
N -1.80057 4.02941 1.32252
H -0.73731 6.48309 -0.59499
H 0.35789 5.15298 -0.16596
H -0.37219 6.10702 1.11782
H -2.43832 5.01920 -1.82097
H -4.24069 3.31241 -1.46715
```



No. 4
The molecule C2H4N2O2S at a distorted geometry, computed with the ωB97M-V functional and the def2-TZVPD basis.

- 2S+1: 1
- Energy relative to the best compared isomer or geometry (same formula, charge and spin): 475.04 kJ/mol
- Net charge: 0
- Structure (SMILES): O=CSN/C=N\O

Structure (XYZ):
```
11
C2H4N2O2S, DFT the ωB97M-V functional and the def2-TZVPD basis
O -1.47281 1.42420 -2.13272
C -1.27749 0.59935 -1.30446
S -0.83449 1.29049 0.17459
N -0.39669 0.04290 1.24495
C 1.10668 -0.10208 1.23712
N 1.61695 -0.78312 0.22868
O 0.57578 -0.95351 -1.00954
H -1.66015 -0.55371 -1.35136
H -0.55571 0.28663 2.21551
H 1.71284 -0.01198 2.25722
H 1.18509 -1.23918 -1.55998
```